Molecular formula: C36H35BeN6O4S
Method: DFT, wB97M-V/def2-TZVPD

As for the total charge: -1. For the LUMO energy (spin up / spin down), the calculation gives 2.42 / 2.42 eV. The energy relative to the best compared isomer or geometry (same formula, charge and spin) is 220.9 kJ/mol. The value obtained for the frontier orbital gap (spin up / spin down) is 3.50 / 3.50 eV.

Cartesian coordinates (Å):
Be -8.91823 -12.61554 -14.36986
C -9.02548 -6.58255 -11.16608
C -9.07760 -8.00230 -11.65317
C -9.42062 -9.04455 -10.75696
C -9.36708 -10.35705 -11.15915
C -9.01661 -10.75317 -12.46244
N -8.73258 -12.02868 -12.80870
C -8.53216 -13.00385 -11.81197
C -7.57887 -12.90370 -10.79008
C -7.39586 -13.91393 -9.85044
C -8.04475 -15.14383 -9.97945
C -7.68307 -16.30709 -9.08421
C -8.97722 -15.30575 -11.00265
C -9.25815 -14.23635 -11.88701
N -10.06665 -14.50909 -13.00108
C -10.97581 -15.53646 -13.07320
C -11.59999 -15.45092 -14.29678
C -11.11255 -14.31080 -14.93642
N -10.23800 -13.68449 -14.12419
C -8.88540 -9.69287 -13.40310
C -8.81792 -8.33911 -12.99393
N -8.70023 -10.00102 -14.73225
C -7.73456 -9.38597 -15.51405
C -7.43068 -10.23552 -16.59858
C -8.26796 -11.33041 -16.53753
N -9.13935 -11.19168 -15.38606
H -9.48721 -6.44756 -10.21351
H -7.99727 -6.23014 -11.02275
H -9.53559 -5.91723 -11.85821
H -9.72433 -8.79676 -9.73349
H -9.75761 -11.13256 -10.51307
H -7.00500 -12.01057 -10.67600
H -6.72597 -13.73298 -9.01461
H -6.69319 -16.10724 -8.63835
H -8.39208 -16.46191 -8.27247
H -7.64113 -17.20627 -9.64060
H -9.51530 -16.25280 -11.11279
H -11.08821 -16.28997 -12.28844
H -12.31457 -16.14715 -14.69102
H -11.36866 -13.85311 -15.88012
H -8.57814 -7.52537 -13.73023
H -7.25371 -8.49512 -15.15470
H -6.73389 -9.95713 -17.40309
H -8.27652 -12.27203 -17.14403
C -2.65697 -14.29228 -20.56866
C -2.62668 -14.25189 -19.08248
C -2.18520 -15.37831 -18.34762
C -2.35199 -15.42175 -16.97158
C -2.91878 -14.32065 -16.32426
C -3.20410 -13.11765 -16.99621
C -3.09719 -13.09569 -18.37399
S -3.48784 -14.50702 -14.63925
O -3.15416 -13.29306 -13.94671
O -3.08074 -15.77342 -14.14087
N -5.09321 -14.62833 -14.72056
C -5.62206 -15.76141 -15.38524
C -7.15791 -15.77949 -15.38488
C -7.68361 -14.44091 -15.77623
O -8.10385 -14.13581 -16.90870
O -7.66024 -13.49612 -14.81234
H -2.27297 -15.25097 -20.92347
H -2.13192 -13.42703 -21.00567
H -3.67552 -14.17132 -20.96836
H -1.79205 -16.25931 -18.85236
H -2.19022 -16.32290 -16.41190
H -3.63200 -12.26304 -16.46802
H -3.35605 -12.24412 -18.97931
H -5.63622 -13.78284 -14.65315
H -5.22731 -16.62704 -14.82609
H -5.24931 -15.79734 -16.42670
H -7.52421 -16.10890 -14.36724
H -7.49157 -16.59139 -16.07720
C -12.96109 -10.19692 -16.92340
C -12.12438 -11.02319 -17.63239
C -10.89063 -11.44181 -17.10287
C -10.54993 -11.05207 -15.80957
C -11.53147 -10.45632 -14.99644
C -12.65400 -9.91316 -15.59795
H -13.88139 -9.83763 -17.39569
H -12.34845 -11.36361 -18.65621
H -10.22086 -12.10485 -17.65285
H -11.43206 -10.37719 -13.92494
H -13.27001 -9.27785 -14.96990

Mulliken atomic charge list, values in e, 5 entries: atom 1 (Be): -0.668, atom 2 (C): -1.576, atom 3 (C): 0.978, atom 4 (C): -1.242, atom 5 (C): -0.634